Molecular formula: C21H27N7NaSe2
Method: DFT, wB97M-V/def2-TZVPD

charge = +1
ΔE to the lowest compared entry with this formula, charge and spin = 0.0 kJ/mol
HOMO-LUMO gap = 8.170 eV
HOMO energy = -11.05 eV
lowest unoccupied orbital energy = -2.88 eV
DFT total energy = -6164.79484 a.u.

Each line ends with the Mulliken charge.
Geometry (Å):
1 C -1.90 3.38 -4.06  -0.690
2 H 3.67 -1.11 -0.56  0.323
3 H 1.41 -1.77 -4.14  0.470
4 H -0.85 -0.80 -3.67  0.142
5 H 2.76 0.58 6.88  0.388
6 H -1.50 -2.87 -0.31  0.378
7 H 2.69 -0.83 0.88  0.387
8 C -0.68 -1.08 2.89  -0.189
9 H 2.84 -2.22 -2.30  0.291
10 C 2.62 0.77 -0.53  -0.618
11 Se -3.39 1.29 -2.91  0.011
12 H 1.40 2.38 -2.49  0.192
13 H -2.87 3.64 -4.46  0.412
14 H -1.32 -1.61 4.84  0.191
15 Na -0.30 -0.06 -0.99  0.885
16 N 1.59 -1.53 -0.73  0.023
17 C 1.78 -2.12 -2.06  -0.837
18 H -1.51 -1.50 2.34  0.200
19 N -2.41 -1.03 -0.37  0.319
20 H -5.47 -0.26 0.75  0.446
21 C 1.08 -1.36 -3.18  -0.394
22 C 2.89 0.85 4.75  -0.872
23 H 1.40 -2.26 -0.05  0.242
24 H -3.38 -4.00 0.85  0.449
25 C 0.43 3.78 -3.80  -1.048
26 H 0.63 -0.68 6.81  0.398
27 C 0.53 -0.54 4.65  0.131
28 H -5.41 -2.65 1.43  0.427
29 H 1.34 4.34 -3.99  0.447
30 H -0.73 -2.33 -3.12  0.230
31 N -0.60 1.94 -2.66  0.319
32 H 1.40 -0.31 -3.18  0.090
33 H 1.36 2.34 -0.08  0.258
34 C 1.12 -0.09 3.47  0.804
35 H -0.85 4.99 -5.04  0.408
36 H 3.49 1.26 -0.09  0.419
37 N -0.63 -1.17 4.25  0.017
38 H 2.80 0.98 2.61  0.298
39 Se -3.58 1.54 -0.57  -0.022
40 H 1.16 1.03 0.88  0.070
41 C -4.56 -2.20 0.93  -0.329
42 H 3.82 1.39 4.82  0.414
43 C -3.50 -0.32 -0.09  0.088
44 C -2.40 -2.32 -0.04  -0.376
45 N 0.33 -0.45 2.37  -0.145
46 H 1.38 -3.14 -2.04  0.426
47 C -0.78 4.13 -4.37  -0.326
48 N 1.35 1.33 -0.07  -0.354
49 C 2.32 0.62 3.51  -0.114
50 C 1.09 -0.32 5.90  -1.091
51 H 2.71 0.92 -1.61  0.329
52 C -4.60 -0.86 0.56  -0.721
53 C 0.46 2.68 -2.95  0.187
54 C -1.76 2.30 -3.21  0.050
55 C -3.44 -2.95 0.61  -0.795
56 N -0.37 -1.39 -2.99  -0.416
57 C 2.70 -0.72 -0.21  -0.826
58 C 2.28 0.38 5.93  -0.397

=====

Molecular formula: ClHO3
Method: DFT, wB97M-V/def2-TZVPD

charge = 0
ΔE to the lowest compared entry with this formula, charge and spin = 86.0 kJ/mol
HOMO-LUMO gap = 11.824 eV
HOMO energy = -11.66 eV
lowest unoccupied orbital energy = 0.16 eV
DFT total energy = -686.24517 a.u.

Each line ends with the Mulliken charge.
Geometry (Å):
1 O -1.41 -0.92 -0.14  -0.424
2 Cl -0.50 -0.06 0.55  1.020
3 O -0.46 1.29 -0.04  -0.539
4 O 1.02 -0.68 0.10  -0.499
5 H 1.34 0.36 -0.48  0.442

=====

Molecular formula: C3H7N4OS
Method: DFT, wB97M-V/def2-TZVPD

charge = +1
ΔE to the lowest compared entry with this formula, charge and spin = 518.6 kJ/mol
HOMO-LUMO gap = 9.246 eV
HOMO energy = -13.38 eV
lowest unoccupied orbital energy = -4.14 eV
DFT total energy = -810.55551 a.u.

Each line ends with the Mulliken charge.
Geometry (Å):
1 O -2.02 -1.25 -1.09  -0.355
2 C 1.90 -0.86 0.33  -0.321
3 H -1.95 -2.04 -0.53  0.377
4 N -2.65 -0.24 -0.41  -0.062
5 H 3.02 1.04 0.48  0.340
6 H 3.03 0.33 -1.15  0.346
7 H -3.61 -0.07 -0.73  0.292
8 N -2.18 1.56 1.05  -0.275
9 H -1.72 2.38 1.39  0.309
10 N -0.03 0.19 -0.11  0.144
11 S 0.94 1.42 -0.67  -0.004
12 H 2.20 -1.73 -0.26  0.283
13 H 2.22 -1.04 1.36  0.275
14 N 0.47 -0.83 0.34  -0.359
15 C -2.05 0.69 0.25  0.551
16 C 2.44 0.46 -0.25  -0.539

=====

Molecular formula: C33H57N4OP2SZn
Method: DFT, wB97M-V/def2-TZVPD

charge = +1
ΔE to the lowest compared entry with this formula, charge and spin = 56.0 kJ/mol
HOMO-LUMO gap = 6.741 eV
HOMO energy = -8.73 eV
lowest unoccupied orbital energy = -1.99 eV
DFT total energy = -4445.86249 a.u.

Each line ends with the Mulliken charge.
Geometry (Å):
1 H 0.56 -2.99 5.74  0.393
2 H -1.86 0.41 -4.02  0.245
3 H 3.34 -1.28 -0.41  0.144
4 N -3.22 -2.03 0.65  0.462
5 C -0.84 -0.01 4.77  -1.535
6 C -2.05 1.49 -3.92  -1.858
7 C -0.35 -1.43 4.45  2.149
8 C -1.95 3.50 -2.38  -1.854
9 C 1.35 1.70 -5.11  -1.787
10 H -3.24 1.26 -1.54  0.741
11 C 1.50 0.41 -1.81  -1.438
12 H -1.29 -3.41 4.08  0.230
13 C 0.20 3.84 -4.72  -2.114
14 H 2.71 -1.11 -4.03  0.317
15 H 3.94 -1.78 -2.93  0.442
16 H -2.43 -2.39 0.11  0.170
17 H 2.84 3.21 -2.73  0.171
18 H 3.11 3.59 -4.46  0.378
19 H -1.64 1.98 -4.80  0.338
20 C 2.37 3.58 -3.64  -1.481
21 H 2.22 -2.00 -2.55  0.218
22 H -1.84 0.15 -1.50  0.044
23 H 0.97 3.74 -1.15  0.425
24 H 2.94 -0.54 3.08  0.749
25 H -4.72 -3.53 0.25  0.486
26 C -4.49 -2.59 0.72  -0.499
27 C -1.57 -2.36 4.27  -1.419
28 H 2.09 4.63 -3.44  0.431
29 C 1.47 2.38 0.35  0.821
30 P 0.41 1.91 -2.50  0.865
31 C -3.19 -0.85 1.32  -0.371
32 H -2.21 -2.02 3.45  0.011
33 C -1.50 2.04 -2.59  2.667
34 H 3.56 0.49 -0.10  0.336
35 H 1.47 -1.45 5.69  0.263
36 N 0.81 -0.33 -1.09  1.546
37 H 3.55 1.24 -3.87  0.297
38 H -1.77 4.14 -3.25  0.447
39 H 0.57 -4.33 4.08  0.318
40 H -1.87 1.63 -0.49  0.157
41 C 2.57 2.31 2.92  -0.642
42 H -5.90 0.38 2.86  0.331
43 H 2.36 4.32 0.21  0.495
44 H 3.68 -2.77 3.02  0.394
45 H -3.04 3.52 -2.19  0.500
46 C 2.95 -1.31 -2.98  -1.627
47 P 0.67 -1.40 2.83  0.899
48 C 3.70 -0.33 -0.82  -1.946
49 H 3.22 4.35 2.55  0.393
50 C 3.01 -0.02 -2.15  2.200
51 H 2.16 -3.64 4.58  0.359
52 H -4.26 0.57 3.52  0.269
53 H -0.02 0.67 4.98  0.310
54 O -0.89 -2.16 -2.69  -0.128
55 H 3.05 2.21 3.89  0.502
56 H -1.46 3.96 -1.50  0.252
57 H -1.47 -0.06 5.67  0.610
58 H -2.16 -2.34 5.19  0.539
59 H -4.71 1.40 2.01  0.327
60 C 1.56 -3.09 2.54  2.101
61 C 1.95 -0.09 3.19  -1.974
62 C -1.25 -2.29 -1.60  -0.141
63 H 1.88 0.82 -4.73  0.325
64 C 1.02 2.65 -1.00  -2.037
65 C -4.85 0.49 2.60  -0.804
66 H 4.89 0.51 -3.01  0.574
67 C 3.03 -2.88 2.13  -1.460
68 C 1.88 1.22 2.38  0.314
69 C -2.14 1.21 -1.47  -2.547
70 C 2.70 3.48 2.16  -1.027
71 H 1.94 2.13 -5.94  0.486
72 H 0.74 -3.22 0.48  0.071
73 H 3.17 -2.00 1.49  -0.120
74 N 1.28 1.27 1.17  1.015
75 C 1.11 2.79 -4.05  2.466
76 H -0.05 -1.57 6.58  0.506
77 H 1.86 0.18 4.25  0.603
78 H 1.26 -4.76 1.20  0.558
79 H -3.14 1.65 -3.94  0.492
80 H -0.26 -4.02 1.73  0.273
81 C -5.25 -1.74 1.46  -0.377
82 H 2.08 -4.97 3.42  0.551
83 H 4.79 -0.44 -0.98  0.551
84 S -1.96 0.31 1.56  -0.732
85 H -6.30 -1.78 1.74  0.463
86 H -0.74 3.45 -5.11  0.418
87 H -1.45 0.40 3.95  0.230
88 H 0.01 4.70 -4.07  0.440
89 C 1.58 -4.04 3.74  -2.080
90 C 3.90 0.98 -2.87  -1.924
91 H 3.38 -3.77 1.58  0.498
92 H 0.76 4.22 -5.60  0.489
93 Zn 0.06 -0.41 0.68  0.474
94 C 0.77 -3.80 1.42  -1.685
95 H 4.09 1.87 -2.26  0.400
96 C 0.47 -1.90 5.67  -1.659
97 H 0.40 1.35 -5.53  0.289
98 N -4.44 -0.68 1.83  0.245
99 C 2.19 3.49 0.88  -1.209